The following is a DFT calculation (ωB97M-V/def2-TZVPD) of a single C4H4NO2P molecule in a non-equilibrium geometry.

```
! wB97M-V def2-TZVPD RIJCOSX def2/J DEFGRID3
* xyz 0 1
C 0.64 -1.17 0.04
C -1.07 0.44 0.18
C 1.96 -1.29 -0.24
C -1.99 1.57 0.11
N 0.29 0.22 0.11
O 2.65 -0.17 -0.09
O -1.91 2.73 -0.29
P 1.69 1.17 0.13
H -0.22 -1.88 -0.09
H -1.47 -0.57 0.06
H 2.53 -2.23 -0.15
H -3.08 1.18 0.23
*
```

The frontier orbital gap (alpha / beta) is 6.67 / 7.02 eV. The value obtained for the lowest unoccupied orbital energy (alpha / beta) is -0.84 / -0.73 eV. The calculation puts the HOMO energy (alpha / beta) at -0.276 / -0.285 Eh.

***

The following is a DFT calculation (ωB97M-V/def2-TZVPD) of a single C4H4NP molecule in a non-equilibrium geometry.

```
! wB97M-V def2-TZVPD RIJCOSX def2/J DEFGRID3
* xyz 0 1
C -1.40 1.06 0.33
C -0.33 0.25 0.45
C -1.54 -0.41 0.18
C 1.44 0.56 -0.13
N -2.27 -1.42 0.08
P 2.50 -0.68 0.28
H -1.88 2.01 0.15
H 1.38 1.26 -0.83
H -1.65 -2.25 0.09
H 3.75 -0.38 -0.60
*
```

The SMILES is [H]/N=c1/cc1/C=P/[H]. The frontier orbital gap is 8.78 eV. The value obtained for the lowest unoccupied orbital energy is -0.50 eV. The calculation puts the HOMO energy at -0.341 Eh.

***

The following is a DFT calculation (ωB97M-V/def2-TZVPD) of a single C4H4O molecule in a non-equilibrium geometry.

```
! wB97M-V def2-TZVPD RIJCOSX def2/J DEFGRID3
* xyz 0 1
C -2.23 -0.01 -0.26
C -1.10 -0.32 0.03
C 0.31 -0.54 0.39
C 1.30 0.49 -0.05
H -3.20 0.15 -0.70
H 0.59 -1.19 1.21
H 0.98 1.35 -0.57
H 2.09 0.77 0.69
O 1.25 -0.69 -0.75
*
```

The SMILES is C#C[C@@H]1CO1. The frontier orbital gap is 11.01 eV. The value obtained for the lowest unoccupied orbital energy is 1.10 eV. The calculation puts the HOMO energy at -0.364 Eh.

***

The following is a DFT calculation (ωB97M-V/def2-TZVPD) of a single C4H4O molecule in a non-equilibrium geometry.

```
! wB97M-V def2-TZVPD RIJCOSX def2/J DEFGRID3
* xyz 0 1
C -0.33 -0.90 -0.09
C -1.61 -0.26 0.01
C 0.65 -0.01 -0.05
C 1.65 0.80 0.01
O -1.73 0.92 0.05
H -0.24 -2.03 0.04
H -2.59 -0.87 -0.04
H 1.73 1.39 0.86
H 2.48 0.96 -0.79
*
```

The SMILES is C=C=CC=O. The frontier orbital gap is 9.88 eV. The value obtained for the lowest unoccupied orbital energy is 0.14 eV. The calculation puts the HOMO energy at -0.358 Eh.